[1]
Here is a 6-piece molecular cluster, C4H19NO7 overall from OMol25. Energies are from the ωB97M-V functional and the def2-TZVPD basis.

Cartesian coordinates (Å):
1 C -0.68031 -1.51033 -1.61323
2 N -0.53565 -0.48976 -0.62905
3 C -1.30566 -0.91687 1.63843
4 C -0.09497 -0.64811 0.72222
5 C 0.96145 -1.76568 0.96553
6 O 1.39332 -1.63945 2.27980
7 O -0.25911 -2.61070 -1.41917
8 H -1.20381 -1.15731 -2.51179
9 H -1.16823 0.31735 -0.72180
10 H -1.88957 -1.76460 1.29418
11 H -1.96782 -0.05054 1.71536
12 H -0.96746 -1.03885 2.66815
13 H 0.36457 0.31637 0.98369
14 H 0.46839 -2.71281 0.77377
15 H 1.83636 -1.64053 0.31812
16 H 1.11482 -2.38626 2.82582
17 H -2.64187 -3.25558 -1.20834
18 H -3.25773 -2.06519 -0.40624
19 O -3.43818 -2.94160 -0.75449
20 H 2.93058 0.25538 -0.32507
21 H 3.97253 0.57360 -1.47148
22 O 3.34657 0.95625 -0.83891
23 H 1.41026 2.85702 -0.82237
24 H 0.11452 1.89474 -1.06564
25 O 0.48899 2.76379 -1.13994
26 H 3.24535 2.61751 0.33814
27 H 3.29091 3.67208 -0.69579
28 O 2.86376 3.49320 0.15268
29 H -3.19655 2.24646 -0.30327
30 H -2.56909 3.65888 -0.70859
31 O -2.62638 2.97154 -0.04070

The calculation puts the electronic energy at -20268.5407 eV. The calculation puts the orbital gap (alpha / beta) at 9.7 / 4.5 eV. Its multiplicity is 2. The calculation puts the strongest force on any atom at 1.619 eV/A. As for the charge: +1.


[2]
Here is C4H2 as an isolated structure from OMol25. Energies are from the ωB97M-V functional and the def2-TZVPD basis.

Cartesian coordinates (Å):
1 C 0.81046 1.53982 -0.77637
2 C 0.10476 0.70994 -0.21271
3 C -0.55305 -0.35224 0.20260
4 C -0.98661 -1.41244 0.67300
5 H 1.55133 2.35418 -0.75398
6 H -0.92690 -2.83926 0.86746

The calculation puts the electronic energy at -4174.3318 eV. The calculation puts the orbital gap at 9.5 eV. The calculation puts the strongest force on any atom at 5.931 eV/A. As for the charge: 0.


[3]
Here is C4H20CrNO10S as an isolated structure from OMol25. Energies are from the ωB97M-V functional and the def2-TZVPD basis.

Cartesian coordinates (Å):
1 Cr 2.30740 6.04890 -20.56229
2 S 3.03299 2.80956 -20.13360
3 O 3.04045 4.17180 -20.57067
4 O 2.11243 2.11952 -21.00443
5 O 4.34540 2.20813 -20.24336
6 O 2.69406 2.74667 -18.72655
7 O 1.12044 5.70926 -22.28500
8 H 1.12404 5.26238 -23.15380
9 C 1.47702 4.37622 -26.16879
10 C 1.51400 5.84494 -26.01641
11 C 0.16321 6.48445 -25.73331
12 O 0.07358 7.90941 -25.71047
13 C 0.27020 8.60936 -26.90651
14 N 2.31550 6.14394 -24.82616
15 H 0.91641 3.79921 -25.43335
16 H 2.46705 3.92436 -26.10742
17 H 1.24089 4.12006 -27.20162
18 H 2.02916 6.30250 -26.86100
19 H -0.19531 6.02919 -24.81011
20 H -0.55267 5.94292 -26.35167
21 H 0.24552 9.63398 -26.53551
22 H -0.47346 8.46516 -27.69028
23 H 1.20123 8.34198 -27.40628
24 H 2.73031 7.06354 -24.77728
25 H 1.80075 6.09616 -23.95849
26 O 0.75068 2.92612 -22.94363
27 H 1.32588 2.52086 -22.29468
28 H 0.70250 3.84529 -22.68091
29 O 3.85526 4.01598 -23.26449
30 H 3.28114 4.14761 -22.50998
31 H 3.66304 4.75328 -23.84385
32 O 1.08753 8.30402 -23.00885
33 H 0.94714 7.38766 -22.77048
34 H 0.95471 8.32855 -23.95647
35 O -1.55345 6.00488 -22.18996
36 H -0.60575 6.02267 -22.32331
37 H -1.76540 5.07604 -22.09750

The calculation puts the electronic energy at -65693.0991 eV. The calculation puts the orbital gap (alpha / beta) at 5.0 / 5.2 eV. Its multiplicity is 6. The calculation puts the strongest force on any atom at 6.204 eV/A. As for the charge: -2.


[4]
Here is a 4-piece molecular cluster, C4H20N2O3 overall from OMol25. Energies are from the ωB97M-V functional and the def2-TZVPD basis.

Cartesian coordinates (Å):
1 C 2.10032 -0.64545 1.27405
2 C 0.87857 0.09069 0.65841
3 C 0.34537 -0.74588 -0.53383
4 C -1.01807 -1.21029 -0.71122
5 N -2.25797 -0.36010 -0.50969
6 N 1.45311 1.50773 0.21558
7 H 1.85324 -0.90615 2.32766
8 H 2.51760 -1.51142 0.71196
9 H 2.85569 0.08415 1.49879
10 H 0.11461 0.23642 1.45709
11 H 0.97121 -1.74401 -0.56519
12 H 0.69011 -0.19535 -1.47112
13 H -1.19814 -1.57621 -1.85803
14 H -1.24287 -2.16080 -0.20326
15 H -2.32723 -0.18801 0.46404
16 H -2.46405 0.52613 -0.92883
17 H -3.07703 -0.99007 -0.75383
18 H 1.89766 1.97989 1.05190
19 H 0.78197 2.08450 -0.11697
20 H 2.18979 1.48560 -0.56538
21 H -2.59720 2.83081 -2.00421
22 H -3.23025 2.79969 -0.56466
23 O -2.53704 2.40612 -1.01430
24 H 3.30802 0.45360 -2.46835
25 H 3.98168 -0.06897 -1.26441
26 O 3.25205 0.32418 -1.55461
27 H -3.08056 -1.31848 2.53415
28 H -1.86760 -1.82699 2.79131
29 O -2.29298 -1.36133 2.10295

The calculation puts the electronic energy at -13578.3831 eV. The calculation puts the orbital gap at 12.6 eV. The calculation puts the strongest force on any atom at 5.928 eV/A. As for the charge: +2.


[5]
Here is a 6-piece molecular cluster, C4H20N2O5 overall from OMol25. Energies are from the ωB97M-V functional and the def2-TZVPD basis.

Cartesian coordinates (Å):
1 C 1.09823 2.08308 1.54143
2 C 0.52208 0.95573 2.44471
3 C 0.45453 -0.37816 1.77012
4 C -0.70059 -0.73678 1.07827
5 N -0.88638 -1.94276 0.47229
6 N 1.48715 -1.20635 1.95091
7 H 0.32777 2.56257 0.95097
8 H 1.93477 1.73286 0.94477
9 H 1.58316 2.79444 2.19536
10 H -0.42266 1.21009 2.93512
11 H 1.13521 0.99159 3.35106
12 H -1.48257 0.01148 1.02411
13 H -0.55209 -2.69420 1.08443
14 H -1.87748 -2.16828 0.37205
15 H 1.88501 -1.73678 1.18216
16 H 2.15726 -0.97735 2.67128
17 H 1.29441 -1.09378 -2.55780
18 H 0.55870 -2.21747 -2.16193
19 O 1.48691 -1.94837 -2.21447
20 H -2.77380 -0.64789 -2.60669
21 H -2.80800 -0.69446 -1.03650
22 O -3.31960 -0.87594 -1.83053
23 H -1.87354 1.92052 -1.05069
24 H -0.85024 1.58094 0.02019
25 O -1.35209 2.31621 -0.34128
26 H 1.69005 0.03896 -0.78828
27 H 2.15761 1.04893 -1.75968
28 O 1.36450 0.80059 -1.26435
29 H -0.88534 -0.63108 -2.07970
30 H -0.48559 0.37048 -3.27759
31 O -0.86739 -0.46882 -3.01974

The calculation puts the electronic energy at -17682.0588 eV. The calculation puts the orbital gap (alpha / beta) at 10.5 / 7.8 eV. Its multiplicity is 2. The calculation puts the strongest force on any atom at 2.103 eV/A. As for the charge: +1.


[6]
Here is a 6-piece molecular cluster, C4H20N2O6S overall from OMol25. Energies are from the ωB97M-V functional and the def2-TZVPD basis.

Cartesian coordinates (Å):
1 N 0.62071 -1.57936 2.49937
2 C 0.84788 -0.38848 1.65182
3 C 0.92783 -0.63421 0.15339
4 S 2.57203 -1.39208 -0.22755
5 C -0.41969 0.56476 1.87626
6 N -0.13110 1.82825 1.21229
7 C -0.93686 2.25572 0.15750
8 O -1.98038 1.67350 -0.01076
9 H 1.52985 -2.04171 2.69691
10 H 0.07715 -2.31063 2.03292
11 H 1.65074 0.20955 1.95528
12 H 0.16616 -1.28455 -0.29506
13 H 0.77237 0.32704 -0.35298
14 H 3.43314 -0.49544 -0.61517
15 H -0.55651 0.51698 2.93620
16 H -1.32231 0.10457 1.44852
17 H 0.61613 2.40204 1.56680
18 H -0.52099 3.10296 -0.39609
19 O 2.02132 2.04899 -2.34762
20 H 2.13059 1.15940 -2.71484
21 H 1.76527 1.85479 -1.43346
22 O -4.83245 -0.86676 0.02653
23 H -4.87454 0.06396 0.21284
24 H -4.58054 -1.22558 -0.81399
25 O 4.09713 0.18341 1.40236
26 H 3.73640 1.08694 1.44858
27 H 3.99970 0.15842 2.37172
28 O -1.72664 -2.35135 -2.18588
29 H -2.16652 -2.68034 -2.97563
30 H -2.47226 -2.39212 -1.56675
31 O -1.80158 0.11025 -3.44397
32 H -1.58060 -0.70736 -2.98082
33 H -1.06141 0.69844 -3.28872

The calculation puts the electronic energy at -30571.3847 eV. The calculation puts the orbital gap at 8.6 eV. Its SMILES is N[C@@H](CS)CNC=O.O.O.O.O.O. The calculation puts the strongest force on any atom at 4.380 eV/A. As for the charge: 0.


- Look up the charge of the second one.
  0


- Number 4 is which compound?
  C4H20N2O3


- Look up the strongest force on any atom of the third one.
  6.204 eV/A


- The highest electronic energy belongs to which entry?
  C4H2